{
  "formula": "C21H31N5O5PTc",
  "method": "ωB97M-V with the def2-TZVPD basis set",
  "symbols": ["Tc", "N", "C", "C", "N", "C", "C", "N", "H", "H", "H", "H", "H", "H", "H", "H", "H", "H", "H", "H", "H", "C", "O", "P", "O", "C", "O", "C", "H", "H", "H", "H", "H", "H", "H", "H", "H", "O", "C", "N", "C", "O", "C", "C", "C", "C", "C", "C", "H", "H", "H", "H", "N", "C", "C", "C", "C", "C", "C", "H", "H", "H", "H", "H"],
  "xyz": [[-0.09526, 0.68681, 0.16938], [-0.57677, 2.52143, -1.00268], [-1.00597, 3.63522, -0.14053], [-1.88713, 3.09753, 0.97404], [-1.25325, 1.97395, 1.69346], [-0.36125, 2.32716, 2.81607], [1.01797, 2.74155, 2.32626], [1.52529, 1.75464, 1.34950], [0.23672, 2.79344, -1.55273], [-1.32871, 2.24772, -1.62870], [-1.55717, 4.39405, -0.69920], [-0.11210, 4.11358, 0.24948], [-2.81234, 2.71393, 0.54042], [-2.15149, 3.90862, 1.65946], [-1.98717, 1.36195, 2.03147], [-0.26786, 1.43529, 3.43738], [-0.79083, 3.12551, 3.42878], [1.68885, 2.84108, 3.18041], [0.98232, 3.71378, 1.84296], [2.09336, 1.04772, 1.80722], [2.11655, 2.20440, 0.65167], [-1.60025, -1.31366, 3.37910], [-0.24989, -0.99153, 3.02329], [0.32960, -1.23359, 1.53947], [-0.21121, -2.69342, 1.29722], [-0.76185, -3.29710, 0.10925], [1.87812, -1.31472, 1.86935], [2.43595, -2.36829, 2.68405], [-1.57678, -1.90291, 4.29233], [-2.09565, -1.88414, 2.59540], [-2.14893, -0.38981, 3.56845], [-1.73387, -3.69858, 0.38570], [-0.08795, -4.08757, -0.20504], [-0.86183, -2.57075, -0.68440], [3.51064, -2.32902, 2.53703], [2.05276, -3.33311, 2.35927], [2.19268, -2.19602, 3.73069], [1.46583, -2.01698, -1.05536], [1.92566, -0.98069, -1.46949], [1.47696, 0.29517, -1.09849], [2.30301, 1.24472, -1.66914], [2.20841, 2.45085, -1.48556], [3.29239, 0.54843, -2.53948], [4.29760, 1.04775, -3.33762], [5.07653, 0.12101, -4.02823], [4.84491, -1.24627, -3.90774], [3.82671, -1.73614, -3.09204], [3.06127, -0.80908, -2.42033], [4.47269, 2.11194, -3.42132], [5.87623, 0.46647, -4.66950], [5.46859, -1.93735, -4.45880], [3.64090, -2.79690, -2.98972], [-1.70169, -0.03128, -0.35796], [-2.82095, -0.66224, -0.75992], [-3.93276, -0.78026, 0.10437], [-5.07694, -1.44066, -0.29922], [-5.16175, -1.99117, -1.57471], [-4.08300, -1.87087, -2.44809], [-2.93023, -1.22105, -2.05521], [-3.86625, -0.34777, 1.09684], [-5.91441, -1.52625, 0.38138], [-6.06051, -2.50465, -1.88709], [-4.14733, -2.29127, -3.44346], [-2.08711, -1.13064, -2.72941]],
  "nbo_charge": [0.7396, -0.8000, -0.2285, -0.2376, -0.5956, -0.2426, -0.2327, -0.8091, 0.4356, 0.4007, 0.2178, 0.2023, 0.2240, 0.2100, 0.4120, 0.2293, 0.2077, 0.2183, 0.2017, 0.4109, 0.4254, -0.2507, -0.8444, 2.0246, -0.8408, -0.2283, -0.8339, -0.2572, 0.2106, 0.2023, 0.1687, 0.1924, 0.2044, 0.2088, 0.2072, 0.2024, 0.1946, -0.5834, 0.7005, -0.6700, 0.6640, -0.6542, -0.0770, -0.1747, -0.1881, -0.1844, -0.1558, -0.1508, 0.2348, 0.2286, 0.2285, 0.2359, -0.5385, 0.1631, -0.2515, -0.2033, -0.2136, -0.1886, -0.2519, 0.1963, 0.2214, 0.2233, 0.2221, 0.2177],
  "e_lumo_ev": [-2.54, -3.52],
  "total_charge": 1,
  "molar_mass_g_mol": 562.5,
  "e_above_lowest_ev": 0.093,
  "s2": 3.802,
  "homo_lumo_gap_ev": [7.018, 7.221],
  "e_homo_ha": [-0.3513, -0.3947],
  "spin_multiplicity": 4
}


{
  "formula": "C21H31N5OS",
  "method": "ωB97M-V with the def2-TZVPD basis set",
  "symbols": ["C", "C", "N", "C", "C", "C", "C", "N", "C", "S", "N", "C", "C", "C", "C", "N", "C", "N", "C", "C", "O", "C", "C", "C", "C", "C", "C", "C", "H", "H", "H", "H", "H", "H", "H", "H", "H", "H", "H", "H", "H", "H", "H", "H", "H", "H", "H", "H", "H", "H", "H", "H", "H", "H", "H", "H", "H", "H", "H"],
  "xyz": [[-3.23870, -4.25401, -0.13466], [-2.64012, -2.85453, -0.31272], [-3.42158, -1.76520, 0.23687], [-3.36137, -1.64412, 1.68628], [-2.31999, -0.60360, 2.10159], [-4.73310, -1.58350, -0.35595], [-5.09505, -0.09145, -0.35811], [-3.91087, 0.62587, -0.75391], [-3.85183, 1.95951, -0.85782], [-5.19695, 2.92449, -0.83701], [-2.62356, 2.54162, -0.99145], [-1.37122, 1.92543, -0.87377], [-1.08782, 0.71899, -1.54628], [0.12568, 0.11104, -1.39313], [1.12803, 0.68467, -0.58418], [2.30050, 0.03789, -0.47589], [3.26800, 0.56464, 0.24926], [4.40960, -0.17685, 0.38299], [5.70812, 0.39162, 0.66841], [6.45126, 0.65848, -0.64981], [6.57971, -0.52095, -1.40714], [5.31663, -1.08742, -1.69134], [4.54434, -1.38892, -0.40328], [3.09590, 1.80341, 0.92899], [1.91811, 2.48648, 0.83564], [1.72810, 3.78677, 1.55244], [0.86775, 1.92974, 0.04799], [-0.39095, 2.52634, -0.11244], [-2.56115, -4.99794, -0.54495], [-3.39744, -4.47843, 0.91769], [-4.19258, -4.33290, -0.65059], [-2.50372, -2.65852, -1.38113], [-1.65450, -2.81576, 0.15819], [-4.34026, -1.34572, 2.06895], [-3.10834, -2.60540, 2.15001], [-1.35674, -0.82616, 1.64775], [-2.62312, 0.39214, 1.78802], [-2.20318, -0.60235, 3.18241], [-5.52591, -2.14982, 0.15445], [-4.67806, -1.92787, -1.39074], [-5.90656, 0.11428, -1.06039], [-5.42660, 0.23729, 0.63583], [-3.06816, 0.10179, -0.52650], [-2.64699, 3.54866, -0.90275], [-1.82333, 0.30051, -2.21577], [0.35397, -0.81261, -1.90131], [5.62741, 1.31238, 1.24116], [6.27387, -0.33996, 1.25572], [7.46617, 1.01236, -0.46053], [5.89975, 1.41936, -1.22570], [5.51494, -2.00058, -2.25371], [4.72462, -0.39661, -2.31018], [3.54816, -1.76089, -0.63493], [5.09678, -2.12074, 0.19422], [3.88899, 2.20505, 1.53996], [0.89982, 3.71508, 2.25610], [1.50225, 4.58220, 0.84335], [2.62645, 4.05725, 2.10181], [-0.60514, 3.46746, 0.37199]],
  "nbo_charge": [-0.6339, -0.1982, -0.4866, -0.2169, -0.6122, -0.2196, -0.2226, -0.6435, 0.3035, -0.2913, -0.6225, 0.2006, -0.2609, -0.1837, 0.1797, -0.5154, 0.4011, -0.4101, -0.2381, -0.0801, -0.5242, -0.0829, -0.2573, -0.2545, 0.0742, -0.6440, -0.1283, -0.2278, 0.2152, 0.2032, 0.2039, 0.1906, 0.1977, 0.1951, 0.1818, 0.2093, 0.2062, 0.2087, 0.1845, 0.2011, 0.2283, 0.1938, 0.4369, 0.4186, 0.2290, 0.2226, 0.2079, 0.2031, 0.1953, 0.1631, 0.1960, 0.1703, 0.2532, 0.1953, 0.2020, 0.2264, 0.2258, 0.2197, 0.2107],
  "e_lumo_ev": 0.26,
  "molar_mass_g_mol": 401.6,
  "e_above_lowest_ev": 0.000,
  "homo_lumo_gap_ev": 7.750,
  "e_homo_ha": -0.2753,
  "spin_multiplicity": 1
}


{
  "formula": "C21H31O4Pd",
  "method": "ωB97M-V with the def2-TZVPD basis set",
  "symbols": ["O", "C", "C", "H", "H", "C", "H", "H", "C", "H", "H", "H", "C", "H", "H", "H", "Pd", "C", "C", "C", "H", "C", "C", "H", "H", "H", "H", "C", "C", "C", "H", "C", "C", "H", "H", "H", "H", "O", "C", "C", "H", "H", "C", "H", "H", "C", "H", "H", "H", "H", "C", "C", "O", "O", "H", "H", "H"],
  "xyz": [[1.58098, -1.97269, -4.41373], [0.33609, -2.73894, -4.61146], [0.90930, -4.11724, -4.18832], [-0.07303, -2.67056, -5.61633], [-0.36053, -2.23487, -3.92691], [2.19074, -3.21450, -3.85883], [1.05798, -4.77421, -5.08574], [0.40532, -4.58446, -3.31809], [3.29436, -3.48452, -4.89221], [2.81990, -3.45282, -5.90017], [3.77014, -4.46871, -4.82963], [4.09108, -2.74200, -4.86546], [2.58075, -3.01065, -2.35978], [1.68186, -2.73754, -1.75897], [3.29816, -2.13512, -2.27118], [3.14208, -3.86563, -1.91760], [-0.67547, 0.89714, -0.99401], [-1.25667, -0.64614, 0.73859], [-2.49208, -0.00412, 0.42776], [-2.79935, -0.29418, -0.93540], [-3.14343, 0.53993, 1.10470], [-1.76467, -1.13351, -1.46621], [-0.82703, -1.37398, -0.41962], [0.01832, -2.04218, -0.47206], [-0.79382, -0.65369, 1.71470], [-3.72978, -0.04619, -1.43300], [-1.71565, -1.51167, -2.47924], [0.86589, 1.41771, 0.80237], [1.57129, 0.25474, 0.33383], [1.97977, 0.47712, -1.00240], [1.77348, -0.63782, 0.94077], [1.43503, 1.73007, -1.43088], [0.85314, 2.38144, -0.26356], [0.63805, 3.44502, -0.18216], [0.50367, 1.62212, 1.80464], [2.62756, -0.17782, -1.59834], [1.57344, 2.24425, -2.37721], [-0.08605, 1.69195, -4.71218], [0.48836, 1.15045, -5.95044], [-0.12017, 1.84805, -7.20922], [0.30641, 0.04867, -6.00396], [1.56926, 1.36865, -5.91422], [-1.22535, 2.75858, -6.66851], [-0.50499, 1.07046, -7.87411], [0.64185, 2.42241, -7.76225], [-1.13853, 2.62880, -5.10565], [-2.20791, 2.41005, -6.99814], [-1.11211, 3.80099, -6.99743], [-2.05459, 2.23541, -4.59978], [-0.91028, 3.62301, -4.64173], [-2.85329, 4.50001, -1.18614], [-2.14243, 3.18338, -1.03673], [-1.89453, 2.80407, 0.14651], [-1.79263, 2.50903, -2.08116], [-2.28907, 5.24633, -0.61980], [-3.81384, 4.35569, -0.68708], [-2.98063, 4.83060, -2.21072]],
  "nbo_charge": [-0.5655, -0.0625, -0.4667, 0.1885, 0.1573, 0.2750, 0.2302, 0.2176, -0.6271, 0.2219, 0.2142, 0.2208, -0.6276, 0.1898, 0.2093, 0.2356, 0.9600, -0.2300, -0.1624, -0.2052, 0.2696, -0.2607, -0.2261, 0.2557, 0.2529, 0.2659, 0.2650, -0.2179, -0.1655, -0.1696, 0.2498, -0.2680, -0.1986, 0.2753, 0.2636, 0.2650, 0.2864, -0.5659, -0.0686, -0.4362, 0.1766, 0.1820, -0.4412, 0.2158, 0.2169, -0.0684, 0.2155, 0.2204, 0.1866, 0.1743, -0.7186, 0.7792, -0.6111, -0.7105, 0.2450, 0.2474, 0.2446],
  "e_lumo_ev": [-2.01, -6.16],
  "total_charge": 1,
  "molar_mass_g_mol": 453.9,
  "e_above_lowest_ev": 0.000,
  "s2": 6.023,
  "homo_lumo_gap_ev": [9.520, 5.368],
  "e_homo_ha": [-0.4236, -0.4235],
  "spin_multiplicity": 5
}